140
Properties=species:S:1:pos:R:3 method="wB97M-V/def2-TZVPD" smiles="COC(=O)OC.COC(=O)OC.COC(=O)OC.COC(=O)OC.COC(=O)OC.COC(=O)OC.COC(=O)OC.COC(=O)OC.COC(=O)OC.COC(=O)OC.O=C1OCCO1.O=C1OCCO1" e_homo_ev=-10.2 charge=0 relative_energy_kj_mol=81.0
C 15.22800 16.48953 4.44116
C 15.73504 16.95323 5.76135
O 17.12865 17.22149 5.53453
C 17.31543 17.40510 4.22232
O 18.35354 17.63864 3.68952
O 16.23351 16.96443 3.52540
H 14.27318 16.93095 4.16008
H 15.17676 15.40421 4.36433
H 15.75914 16.08581 6.41993
H 15.27623 17.84398 6.18543
C 19.79914 23.94502 6.73480
C 18.37763 23.46213 7.02194
O 17.56826 24.43163 6.34486
C 18.31250 25.40300 5.79812
O 17.92045 26.33904 5.16038
O 19.60579 25.18180 6.02126
H 20.38581 23.27142 6.11668
H 20.33000 24.30903 7.61314
H 18.01382 23.55591 8.04625
H 18.22095 22.47452 6.60414
C 16.63170 23.45994 1.75458
O 17.80910 23.32792 2.53529
C 17.94527 22.51057 3.56898
O 19.00318 22.48998 4.14272
O 16.80915 21.89983 3.88139
C 16.84440 20.94879 4.92121
H 16.96210 24.08485 0.92699
H 15.76702 23.87409 2.26652
H 16.35542 22.52026 1.26894
H 16.82747 21.27852 5.96007
H 17.71798 20.29770 4.82611
H 15.96300 20.31868 4.78957
C 15.66374 21.89526 11.45017
O 16.14215 22.67930 12.53053
C 16.65277 22.07104 13.57975
O 16.69433 20.88336 13.77050
O 16.91923 23.01738 14.50047
C 17.35363 22.49578 15.76956
H 16.47796 21.50853 10.84238
H 15.01059 22.51954 10.84388
H 15.01215 21.07681 11.75870
H 16.85559 22.95116 16.62511
H 18.42696 22.64435 15.82586
H 17.03859 21.45785 15.85906
C 25.24376 16.17598 10.67907
O 23.99695 16.74534 11.05755
C 22.90529 15.97933 10.98479
O 22.89199 14.81329 10.70581
O 21.87692 16.72461 11.31877
C 20.55431 16.29203 11.03364
H 25.73660 16.89665 10.03136
H 25.07971 15.20869 10.20576
H 25.84978 16.02658 11.57326
H 20.42940 15.26560 11.38034
H 20.34986 16.33624 9.96330
H 19.89791 17.00725 11.52133
C 20.97655 19.26331 14.11958
O 20.19469 18.33311 14.86523
C 19.01681 17.90537 14.33905
O 18.58246 18.13535 13.25102
O 18.37193 17.16788 15.21758
C 18.87672 16.90222 16.52836
H 20.52516 20.25759 14.17971
H 21.04244 19.05720 13.05175
H 21.94773 19.27886 14.60306
H 19.35376 15.93446 16.67727
H 17.98826 16.86711 17.15724
H 19.53576 17.68282 16.89402
C 23.00345 25.78787 8.59118
O 21.76943 25.31289 9.09311
C 21.54814 25.26096 10.41184
O 22.22583 25.77763 11.25954
O 20.40255 24.65247 10.58213
C 19.68080 24.82726 11.80980
H 22.79180 26.05716 7.55868
H 23.81580 25.05742 8.54876
H 23.43336 26.62709 9.13665
H 20.28118 24.75762 12.71183
H 18.92311 24.04813 11.88494
H 19.14525 25.76350 11.66429
C 20.65334 15.23825 4.41440
O 20.87924 15.56223 3.03481
C 19.98385 15.20299 2.14895
O 19.04514 14.47234 2.36456
O 20.24924 15.78972 0.98718
C 20.02997 15.02193 -0.16430
H 19.98665 16.02686 4.75812
H 21.53989 15.16088 5.03773
H 20.27586 14.21450 4.43543
H 20.86093 14.36081 -0.42497
H 19.93411 15.58657 -1.09676
H 19.06842 14.50995 -0.09809
C 19.83036 18.64446 6.85123
O 20.10390 18.64181 8.24294
C 19.58028 19.69908 8.86998
O 18.81049 20.49844 8.40939
O 19.98880 19.69843 10.12956
C 19.41087 20.62402 11.03208
H 20.37849 19.38686 6.26817
H 18.78325 18.83985 6.62058
H 20.12888 17.70156 6.39644
H 19.49549 20.14739 12.00467
H 18.33223 20.68033 10.87197
H 19.81460 21.63468 10.98616
C 24.17690 12.23453 6.97997
O 22.87297 12.08081 6.43894
C 21.82648 12.84381 6.72459
O 20.69267 12.53388 6.49281
O 22.21068 13.95316 7.33279
C 21.32417 14.96844 7.77061
H 24.54982 11.22474 7.14369
H 24.20880 12.77801 7.92100
H 24.84644 12.67066 6.23873
H 20.66088 14.54818 8.53138
H 20.64489 15.37209 7.02278
H 21.91460 15.72263 8.28064
C 17.11510 12.98940 8.21302
O 16.32886 14.04189 8.70898
C 16.99227 15.17066 8.99091
O 18.18613 15.26590 9.08210
O 16.15287 16.18299 8.98290
C 16.68190 17.52456 9.09377
H 16.55103 12.06101 8.14222
H 18.02037 12.80412 8.79222
H 17.43984 13.18418 7.18378
H 17.36369 17.73426 9.91175
H 15.75103 18.06601 9.25715
H 17.04427 17.80906 8.10814
C 22.87764 20.11261 5.85342
O 23.42309 19.11595 6.67911
C 23.47455 17.85891 6.22166
O 22.99308 17.47950 5.19159
O 24.08811 17.12082 7.12542
C 24.69428 15.89153 6.78633
H 22.23548 19.67727 5.08509
H 23.59345 20.72876 5.30720
H 22.25589 20.81134 6.41140
H 24.09576 15.18853 6.20769
H 24.84547 15.35839 7.72361
H 25.65381 16.05183 6.29704